<A>
Here is a cluster of 7 separate species, C15H44O7 in total from OMol25. Energies are from ωB97M-V/def2-TZVPD.

## Properties
HOMO energy = -10.11 eV
SMILES = CC(C)O.CC(C)O.CC(C)O.CC(C)O.CC(C)O.O.O
Molar mass = 336.5 g mol⁻¹
Gap between HOMO and LUMO = 10.6 eV
E_LUMO = 0.50 eV

Each line ends with the natural charge from an NBO analysis.
Geometry (Å):
1 C 5.055 6.327 -5.682  -0.6396
2 C 3.680 5.651 -5.896  0.0961
3 C 3.026 5.479 -4.542  -0.6356
4 O 2.897 6.489 -6.703  -0.7312
5 H 5.583 6.471 -6.624  0.2154
6 H 5.828 5.917 -5.032  0.2188
7 H 4.930 7.274 -5.157  0.2147
8 H 3.662 4.718 -6.459  0.1606
9 H 2.151 4.833 -4.606  0.2013
10 H 2.693 6.450 -4.175  0.2155
11 H 3.634 4.985 -3.783  0.2112
12 H 2.061 6.093 -6.961  0.4726
13 C -3.273 1.675 0.370  -0.6356
14 C -3.259 0.199 0.071  0.1119
15 C -1.753 -0.370 0.042  -0.6293
16 O -3.930 -0.403 1.140  -0.7207
17 H -3.046 1.939 1.403  0.2139
18 H -4.316 1.974 0.263  0.1957
19 H -2.594 2.224 -0.283  0.2135
20 H -3.751 -0.003 -0.880  0.1536
21 H -1.090 0.261 -0.549  0.2031
22 H -1.781 -1.294 -0.535  0.2074
23 H -1.309 -0.554 1.021  0.2204
24 H -4.651 0.160 1.430  0.4662
25 C 4.682 -4.525 1.612  -0.6134
26 C 5.227 -5.703 2.360  0.0999
27 C 5.751 -6.841 1.471  -0.6471
28 O 6.264 -5.180 3.118  -0.7211
29 H 4.544 -3.751 2.367  0.2187
30 H 3.686 -4.855 1.315  0.2031
31 H 5.304 -4.172 0.789  0.2099
32 H 4.441 -6.003 3.053  0.1505
33 H 5.082 -7.388 0.806  0.2200
34 H 6.033 -7.649 2.147  0.1993
35 H 6.636 -6.571 0.895  0.2152
36 H 6.823 -5.879 3.465  0.4650
37 C -2.195 0.919 -6.920  -0.6412
38 C -2.989 2.164 -7.388  0.1146
39 C -3.770 2.878 -6.195  -0.6322
40 O -2.094 3.087 -7.970  -0.7434
41 H -1.862 0.388 -7.812  0.2050
42 H -2.731 0.273 -6.224  0.2127
43 H -1.326 1.147 -6.302  0.2140
44 H -3.782 1.906 -8.089  0.1539
45 H -3.032 3.013 -5.404  0.2017
46 H -4.525 2.302 -5.659  0.2148
47 H -4.118 3.879 -6.449  0.2210
48 H -1.638 2.836 -8.777  0.4793
49 C -2.854 -4.337 6.970  -0.6216
50 C -1.409 -4.324 7.353  0.0759
51 C -0.546 -3.804 6.263  -0.6186
52 O -1.140 -3.497 8.438  -0.7099
53 H -3.158 -3.355 6.608  0.2052
54 H -3.481 -4.665 7.799  0.2164
55 H -3.144 -5.040 6.189  0.2164
56 H -1.236 -5.369 7.610  0.1498
57 H -0.918 -2.805 6.036  0.2125
58 H -0.627 -4.458 5.394  0.2016
59 H 0.523 -3.797 6.476  0.2063
60 H -0.377 -3.937 8.819  0.4660
61 O -7.110 1.025 5.711  -0.9343
62 H -7.584 1.852 5.803  0.4669
63 H -6.348 1.120 6.282  0.4675
64 O -0.377 4.347 6.373  -0.9340
65 H -0.897 3.564 6.555  0.4671
66 H -0.177 4.707 7.237  0.4671


<B>
Here is a cluster of 7 separate species, C15H44O7 in total from OMol25. Energies are from ωB97M-V/def2-TZVPD.

## Properties
HOMO energy = -9.44 eV
SMILES = CC(C)O.CC(C)O.CC(C)O.CC(C)O.CC(C)O.O.O
Molar mass = 336.5 g mol⁻¹
Gap between HOMO and LUMO = 9.4 eV
E_LUMO = 0.00 eV

Each line ends with the natural charge from an NBO analysis.
Geometry (Å):
1 C 0.335 -1.606 -4.062  -0.6364
2 C 0.109 -1.093 -2.650  0.0874
3 C -0.657 -2.108 -1.772  -0.6445
4 O 1.410 -0.901 -2.047  -0.7367
5 H 0.714 -2.628 -4.081  0.2086
6 H 0.949 -0.971 -4.698  0.2223
7 H -0.665 -1.585 -4.519  0.2094
8 H -0.347 -0.106 -2.649  0.1761
9 H -1.332 -1.619 -1.071  0.2213
10 H -0.022 -2.785 -1.204  0.2205
11 H -1.236 -2.777 -2.416  0.2074
12 H 1.915 -1.714 -2.146  0.4631
13 C -2.544 -2.282 2.652  -0.6300
14 C -3.133 -2.218 4.042  0.0966
15 C -4.287 -1.212 4.102  -0.6237
16 O -3.579 -3.518 4.413  -0.7315
17 H -1.935 -1.411 2.408  0.2212
18 H -3.268 -2.470 1.858  0.2047
19 H -1.829 -3.108 2.581  0.2223
20 H -2.320 -1.950 4.724  0.1570
21 H -3.873 -0.219 3.919  0.1994
22 H -4.813 -1.253 5.055  0.2056
23 H -4.996 -1.435 3.305  0.2081
24 H -3.807 -3.566 5.343  0.4682
25 C 3.616 -2.087 0.617  -0.6312
26 C 2.244 -2.144 1.268  0.0933
27 C 2.049 -3.350 2.175  -0.6240
28 O 1.935 -0.938 1.980  -0.7741
29 H 3.761 -1.278 -0.097  0.2140
30 H 3.815 -3.030 0.099  0.1996
31 H 4.365 -1.992 1.407  0.2093
32 H 1.448 -2.171 0.515  0.1565
33 H 2.877 -3.563 2.853  0.2039
34 H 1.910 -4.244 1.558  0.1993
35 H 1.136 -3.212 2.752  0.2193
36 H 1.225 -0.479 1.476  0.5063
37 C 2.445 2.301 0.635  -0.6346
38 C 3.588 3.295 0.728  0.0955
39 C 3.198 4.753 0.589  -0.6238
40 O 4.195 3.168 2.035  -0.7333
41 H 1.740 2.449 1.457  0.2122
42 H 2.845 1.301 0.811  0.2231
43 H 1.914 2.426 -0.311  0.2034
44 H 4.352 2.956 0.015  0.1546
45 H 4.050 5.425 0.658  0.2199
46 H 2.464 5.066 1.336  0.2113
47 H 2.646 4.893 -0.346  0.2036
48 H 4.345 2.227 2.177  0.4642
49 C -0.717 2.771 -2.901  -0.6212
50 C -1.225 2.033 -4.157  0.0948
51 C -2.573 1.354 -3.815  -0.6435
52 O -1.440 3.065 -5.122  -0.7158
53 H -1.478 3.496 -2.613  0.1948
54 H 0.232 3.274 -3.077  0.2232
55 H -0.581 2.034 -2.102  0.1928
56 H -0.508 1.324 -4.564  0.1855
57 H -2.543 0.445 -3.211  0.2088
58 H -2.995 1.019 -4.767  0.2220
59 H -3.248 2.075 -3.355  0.2009
60 H -1.948 3.763 -4.701  0.4585
61 O -2.643 1.376 1.571  -0.9587
62 H -3.548 1.593 1.322  0.4884
63 H -2.519 1.793 2.433  0.4844
64 O -0.134 0.259 0.743  -0.9678
65 H -0.988 0.614 1.044  0.5070
66 H -0.094 0.471 -0.198  0.4813


Going by the computed energies, the most stable comes first: <B>, <A>.


<A>
Here is a cluster of 2 separate species, C2H3F2N in total from OMol25. Energies are from ωB97M-V/def2-TZVPD.

## Properties
HOMO energy (alpha / beta) = -11.15 / -11.15 eV
Molar mass = 79.0 g mol⁻¹
Gap between HOMO and LUMO (alpha / beta) = 10.1 / 10.1 eV
E_LUMO (alpha / beta) = -1.02 / -1.02 eV

Each line ends with the natural charge from an NBO analysis.
Geometry (Å):
1 C 0.794 -0.137 -0.050  -0.3018
2 C -0.486 0.512 -0.081  0.3374
3 N -0.363 -0.764 0.308  -0.0081
4 F -1.122 0.268 -1.981  -0.5510
5 F -0.585 -0.971 1.682  -0.2287
6 H 1.233 -0.579 -0.985  0.2688
7 H 1.425 0.264 0.743  0.2339
8 H -0.896 1.407 0.363  0.2495


<B>
Here is an isolated molecule of C2H3F2N from OMol25. Energies are from ωB97M-V/def2-TZVPD.

## Properties
HOMO energy = -10.35 eV
SMILES = [H]/N=C/C(F)F
Molar mass = 79.0 g mol⁻¹
Gap between HOMO and LUMO = 11.2 eV
E_LUMO = 0.87 eV

Each line ends with the natural charge from an NBO analysis.
Geometry (Å):
1 H 1.809 0.255 0.264  0.3615
2 N 0.866 0.403 -0.116  -0.5829
3 C -0.018 -0.396 0.239  0.0829
4 C -1.472 -0.270 -0.346  0.5234
5 F -1.850 0.973 -0.149  -0.3324
6 F -2.427 -1.021 0.209  -0.3288
7 H -0.088 -1.360 0.912  0.1565
8 H -1.342 -0.361 -1.606  0.1199


Going by the computed energies, the most stable comes first: <B>, <A>.


<A>
Here is a structure of composition C2H3F2N from OMol25. Energies are from ωB97M-V/def2-TZVPD.

## Properties
HOMO energy = -10.99 eV
Molar mass = 79.0 g mol⁻¹
Gap between HOMO and LUMO = 11.0 eV
E_LUMO = -0.03 eV

Each line ends with the natural charge from an NBO analysis.
Geometry (Å):
1 C 0.369 0.635 0.536  0.0400
2 C 0.702 0.460 -0.728  0.0263
3 N -0.516 -0.094 -0.384  -0.1100
4 F 0.005 -2.086 1.106  -0.5947
5 F -1.697 0.879 -0.901  -0.3936
6 H -0.342 -1.353 0.570  0.5412
7 H 0.198 0.924 1.443  0.2327
8 H 1.279 0.635 -1.641  0.2581


<B>
Here is a cluster of 2 separate species, C2H3F2N in total from OMol25. Energies are from ωB97M-V/def2-TZVPD.

## Properties
HOMO energy (alpha / beta) = -9.83 / -8.83 eV
Molar mass = 79.0 g mol⁻¹
Gap between HOMO and LUMO (alpha / beta) = 9.8 / 8.6 eV
E_LUMO (alpha / beta) = 0.00 / -0.20 eV

Each line ends with the natural charge from an NBO analysis.
Geometry (Å):
1 C -0.913 0.300 0.069  0.5027
2 C 0.269 0.583 0.889  0.2667
3 N -0.340 -0.730 0.784  -0.6212
4 F -2.211 0.539 -0.123  -0.3068
5 F 1.445 0.799 0.141  -0.3439
6 H -0.543 0.680 -2.048  -0.0992
7 H 0.283 1.162 1.781  0.1887
8 H 0.034 -1.565 0.388  0.4130


Going by the computed energies, the most stable comes first: <A>, <B>.


<A>
Here is a cluster of 4 separate species, CH10NO3 in total from OMol25. Energies are from ωB97M-V/def2-TZVPD.

## Properties
HOMO energy = -15.23 eV
Total charge = +1
Molar mass = 84.1 g mol⁻¹
Gap between HOMO and LUMO = 10.2 eV
E_LUMO = -4.98 eV

Each line ends with the natural charge from an NBO analysis.
Geometry (Å):
1 C -0.495 -0.579 1.418  0.1381
2 N -0.820 -1.150 0.247  -0.5960
3 H -1.102 0.151 1.907  0.2321
4 H 0.318 -1.107 1.860  0.2434
5 H -0.170 -1.853 -0.264  0.4834
6 H -1.521 -0.641 -0.354  0.4604
7 H -2.405 0.414 -2.404  0.4947
8 H -0.975 0.285 -3.041  0.4974
9 O -1.452 0.210 -2.253  -0.9799
10 H 1.516 2.723 0.666  0.4534
11 H 0.185 3.109 0.069  0.4885
12 O 0.895 2.437 0.194  -0.9383
13 H 1.831 -0.517 0.820  0.4966
14 H 2.481 -2.088 0.567  0.5379
15 O 1.713 -1.394 0.567  -1.0117


<B>
Here is a cluster of 4 separate species, CH10NO3 in total from OMol25. Energies are from ωB97M-V/def2-TZVPD.

## Properties
HOMO energy = -15.26 eV
Total charge = +1
Molar mass = 84.1 g mol⁻¹
Gap between HOMO and LUMO = 10.8 eV
E_LUMO = -4.46 eV

Each line ends with the natural charge from an NBO analysis.
Geometry (Å):
1 C 1.069 1.165 0.727  0.1342
2 N 0.083 0.532 1.210  -0.5628
3 H 1.270 2.172 1.093  0.2138
4 H 1.566 0.864 -0.180  0.2529
5 H -0.183 -0.379 0.807  0.4699
6 H -0.579 0.980 1.840  0.4461
7 H -3.192 1.873 0.832  0.4885
8 H -3.044 0.928 -0.402  0.4943
9 O -2.549 1.383 0.303  -0.9781
10 H 3.025 -1.278 -1.315  0.4945
11 H 2.221 -0.730 -2.548  0.4943
12 O 2.196 -0.820 -1.581  -0.9811
13 H -0.298 -2.088 -0.975  0.5043
14 H -0.882 -2.722 0.294  0.4971
15 O -0.702 -1.880 -0.106  -0.9679


Going by the computed energies, the most stable comes first: <B>, <A>.